[1]
ORCA calculation (ωB97M-V/def2-TZVPD) on a 2-piece molecular cluster, C4H14N2O overall at a distorted geometry.

Summary:
Molecular weight   106.2 g/mol
Relative energy (zero: lowest compared OMol25 entry of this formula, charge and spin)   1.8523 eV
Energy   -9401.7546 eV
Frontier orbital gap   9.054 eV
Max |F|   1.1 eV Å⁻¹
Lowest unoccupied orbital energy   0.97 eV
SMILES   CNCCNC.O

Structure (XYZ):
```
21
Properties=species:S:1:pos:R:3:forces:R:3:lowdin_charge:R:1
O 3.576747 -0.395951 3.063087 0.03 -0.01 0.19 -0.058
N -0.227265 0.309003 1.006890 0.27 -0.19 0.20 -0.130
N -0.105908 -0.608266 -1.762018 -0.45 -0.99 0.16 -0.144
C 0.026260 0.762837 -1.385296 -0.37 0.49 -0.28 -0.258
C -0.683096 1.133276 -0.088823 0.17 -0.53 0.06 -0.249
C -1.122215 0.120809 2.136564 0.04 -0.12 -0.60 -0.132
C -0.963399 -0.914307 -2.887849 -0.33 -0.20 0.83 -0.133
H -0.425874 1.387532 -2.162578 0.15 0.09 -0.09 0.113
H -0.891067 0.808073 2.923240 0.19 0.45 0.68 0.057
H 3.765841 -0.449027 4.005423 -0.12 0.09 0.03 0.030
H -1.938767 -0.472842 -2.666723 0.11 0.47 -0.50 0.079
H -1.024982 -0.894996 2.516664 -0.01 0.02 0.09 0.076
H -2.167704 0.292862 1.876631 -0.24 -0.12 -0.17 0.067
H -0.446068 2.178392 0.127118 -0.36 0.13 -0.04 0.112
H -1.760526 1.002161 -0.284308 -0.05 0.21 0.23 0.109
H -0.541596 -0.616777 -3.850755 -0.28 0.14 -0.16 0.075
H 4.261323 -0.942046 2.673139 0.10 -0.09 -0.21 0.025
H -1.232020 -1.967820 -2.901776 0.45 -0.30 -0.13 0.071
H 1.063796 1.025090 -1.339425 0.75 0.29 0.20 0.107
H 0.718026 -1.175254 -1.688562 0.17 0.13 -0.19 0.102
H 0.118493 -0.582750 0.689356 -0.22 0.03 -0.27 0.084
```
Positions in Å, forces in eV/Å.



[2]
ORCA calculation (ωB97M-V/def2-TZVPD) on C28H54P2SiV as an isolated structure at a distorted geometry.

Summary:
Molecular weight   531.7 g/mol
Energy   -82046.1981 eV
Frontier orbital gap (alpha / beta)   8.303 / 7.849 eV
Max |F|   3.5 eV Å⁻¹
Spin multiplicity   3
Charge   +1
Lowest unoccupied orbital energy (alpha / beta)   -2.05 / -2.27 eV

Structure (XYZ):
```
86
Properties=species:S:1:pos:R:3:forces:R:3:lowdin_spin:R:1
V 0.172904 -0.687422 0.674773 -1.16 1.81 2.75 2.002
P 1.902763 0.953798 0.075520 -0.98 -0.94 0.83 0.030
P -1.503281 -0.163375 -0.757431 2.14 -0.62 0.62 -0.011
Si -1.158373 2.420652 2.901467 -0.32 -0.57 -0.40 -0.012
C 1.622130 -3.660446 0.378419 0.31 -0.15 -0.14 0.003
C -0.563164 1.283647 -1.455772 -0.05 -0.10 -1.15 0.032
C 3.174232 0.083955 -0.900883 0.14 0.38 -0.72 0.014
C 3.172693 -1.500243 2.083575 0.33 -0.03 0.21 0.001
C 1.195305 -0.865932 -3.584862 1.01 1.28 -0.92 0.000
C -1.698065 -0.821843 -3.761288 -1.15 1.23 -1.49 -0.001
C -1.722211 -1.408108 3.552604 -0.27 0.31 -0.04 0.000
C 1.693780 -1.648030 2.021822 -1.11 -0.66 0.40 0.000
C -2.318991 3.798860 2.335473 0.14 0.06 0.06 -0.006
C 0.757612 -1.008774 2.909740 -0.02 -1.24 -0.63 0.000
C -0.972261 -1.743735 -4.698022 0.49 -0.50 0.02 0.000
C -1.544112 -3.414412 1.170202 -0.35 -0.38 0.07 0.006
C -0.418145 -2.542713 1.616389 0.44 0.15 1.15 0.008
C 0.648137 1.997665 -0.788213 0.11 0.14 -0.42 0.021
C 1.340508 0.475285 -3.497891 0.89 -0.93 -0.85 0.000
C -1.664981 0.524223 -3.881230 -0.79 -1.16 -0.65 0.000
C 0.978223 -2.629717 1.254365 0.00 0.24 0.76 -0.002
C -0.703240 -1.737861 -1.306849 -0.27 0.48 -1.72 0.014
C 0.706563 1.506047 -4.405567 -0.14 0.19 -0.21 0.001
C 0.565797 -1.523452 -4.785390 -0.28 -0.73 -0.49 0.000
C 1.132140 -0.211203 4.109379 -0.06 0.55 0.02 0.003
C 2.976517 2.133085 0.939728 0.01 0.32 0.06 -0.003
C -0.768008 1.259503 -4.850888 -0.06 0.43 -0.26 0.000
C 0.543750 3.143974 3.214634 0.24 0.25 0.05 0.001
C -1.847056 1.887329 4.577853 -0.05 0.04 0.15 -0.001
C -3.240196 -0.256462 -1.071969 -1.01 0.43 -0.05 -0.007
C -1.244077 1.095599 1.479948 -0.21 0.47 0.53 -0.100
C -0.534136 -1.571813 2.667725 0.87 -0.79 -0.24 -0.010
H -1.969458 2.791799 5.197005 0.03 -0.23 -0.21 0.000
H 0.532216 3.705892 4.160838 -0.03 -0.08 -0.24 0.000
H -0.771581 0.797708 -5.855178 -0.09 -0.12 0.53 0.000
H -3.729124 0.574695 -0.547109 0.00 -0.28 0.02 0.000
H 0.974235 -0.803365 5.026174 0.09 0.10 -0.30 0.000
H -3.339920 3.411129 2.216127 0.19 0.09 0.03 0.000
H 0.280488 2.737385 -0.061282 0.40 -0.30 -0.01 0.000
H 0.822362 3.851928 2.423635 -0.05 -0.04 0.13 0.000
H -2.006021 4.227955 1.374084 -0.06 -0.03 0.16 0.000
H -2.344021 4.607845 3.079708 -0.05 -0.14 -0.20 -0.001
H -2.583697 -1.963718 3.163561 0.14 0.19 0.11 0.000
H 3.793619 0.809690 -1.441208 0.10 -0.28 -0.04 0.001
H -2.405533 -2.853777 0.777528 0.26 -0.08 0.08 0.000
H 1.339156 2.396224 3.300320 -0.20 0.13 -0.03 0.000
H -1.151321 -2.789287 -4.395425 -0.05 0.40 -0.09 0.000
H 1.326018 1.604642 -5.314595 -0.16 -0.02 0.27 0.000
H -3.616591 -1.218785 -0.695040 0.13 0.33 0.01 0.000
H 0.812382 -1.013078 -5.738841 -0.05 0.10 0.74 0.000
H 2.129871 0.892585 -2.870433 -0.61 -0.19 0.21 0.000
H 3.647080 1.603421 1.626987 -0.12 0.12 -0.22 0.000
H -1.224312 -4.125646 0.403555 -0.10 0.05 0.13 0.000
H -1.233913 2.247903 -4.996643 0.29 -0.28 -0.09 0.000
H 0.514422 0.691315 4.197481 0.34 -0.33 0.08 0.000
H 2.189595 0.082781 4.067550 -0.29 0.00 0.10 0.000
H 2.730388 -0.618414 -1.606364 0.12 0.13 0.14 0.002
H -1.416666 -1.626948 -5.699918 0.13 -0.11 0.26 0.000
H 3.581071 2.649993 0.178603 -0.11 -0.07 0.29 -0.001
H 3.540703 -2.003975 2.986548 0.05 0.03 -0.17 0.000
H 0.745236 2.501810 -3.924865 0.12 -0.51 -0.03 0.000
H 3.659973 -1.963128 1.221523 -0.02 0.03 0.18 0.000
H 3.812266 -0.502933 -0.228707 -0.25 0.41 0.01 0.000
H -1.925601 -3.986963 2.024341 0.09 -0.06 -0.19 0.001
H -1.410916 -2.584665 -1.306710 0.32 0.48 0.35 0.002
H 1.730216 -1.544576 -2.907772 -0.11 0.44 -0.25 0.000
H -3.485720 -0.175722 -2.134431 -0.01 0.03 0.31 -0.003
H -1.495364 -1.798795 4.556187 -0.01 0.03 -0.25 -0.001
H 0.184035 -2.018604 -0.689506 -0.01 -0.16 -0.22 0.008
H 2.402832 2.862960 1.515494 0.15 -0.17 -0.20 0.000
H 1.207432 2.534505 -1.563557 -0.50 0.27 -0.18 0.002
H -1.212996 1.196352 5.145787 -0.19 0.13 -0.10 0.000
H -1.998770 -0.355961 3.675284 0.00 -0.37 -0.05 0.000
H -2.487288 -1.324274 -3.199830 0.30 0.33 -0.05 0.000
H -1.535470 1.802833 0.665378 0.16 -0.32 0.32 -0.001
H -1.298724 2.028311 -1.804068 0.37 -0.13 0.24 0.004
H 1.041521 -2.514631 -4.889522 -0.20 0.35 0.00 0.000
H 2.333166 -3.197891 -0.322877 -0.17 -0.21 0.06 0.000
H 2.199869 -4.372749 0.992565 -0.25 0.20 -0.23 0.000
H -2.839422 1.429545 4.470613 0.15 0.12 0.07 0.000
H -0.173048 0.791794 -2.353166 -0.28 0.56 0.41 0.000
H -2.435023 1.155286 -3.400939 0.59 -0.55 -0.01 0.000
H -2.198330 0.537466 1.645582 0.51 0.36 0.24 0.001
H 0.885061 -4.236992 -0.196525 0.22 0.17 0.11 0.000
H 3.496904 -0.454902 2.155125 -0.08 -0.25 -0.04 0.000
H -0.306004 -1.644027 -2.320437 -0.03 -0.24 0.53 0.003
```
Positions in Å, forces in eV/Å.



[3]
ORCA calculation (ωB97M-V/def2-TZVPD) on a 3-piece molecular cluster, C16H39BO7 overall.

Summary:
Molecular weight   354.3 g/mol
Energy   -32228.8248 eV
Frontier orbital gap   9.610 eV
Max |F|   0.4 eV Å⁻¹
Lowest unoccupied orbital energy   0.37 eV
SMILES   COCCOCCOC.COCCOCCOC.BCCCCO

Structure (XYZ):
```
63
Properties=species:S:1:pos:R:3:forces:R:3:lowdin_charge:R:1
O -4.132023 -2.024456 3.277127 0.03 -0.07 -0.05 -0.194
O -0.830997 -0.880942 1.405754 0.03 -0.05 0.01 -0.202
O -1.797850 -3.682590 2.181824 0.00 -0.03 0.00 -0.122
O -2.222113 2.415298 -1.358140 0.07 0.01 -0.05 -0.187
O -0.288057 4.140033 -2.982329 0.03 0.01 0.00 -0.124
O -2.853347 5.587903 -3.790880 0.08 0.01 0.03 -0.192
O 2.526957 -3.157505 0.644301 0.02 0.21 0.00 -0.081
C 3.707345 -2.445329 0.283205 -0.10 0.08 -0.13 -0.257
C -5.503512 -2.120502 3.576971 -0.02 0.04 0.02 -0.115
C -3.328714 6.827787 -4.256730 -0.05 0.00 0.00 -0.115
C -2.077657 -2.901245 1.032926 -0.10 0.02 -0.09 -0.181
C 6.835767 -2.010349 0.037985 -0.08 0.07 0.19 -0.238
C 6.094719 -2.841618 1.110036 -0.04 0.01 0.01 -0.243
C -1.847797 5.056040 -4.630054 0.01 0.07 -0.04 -0.216
C 4.710862 -2.284759 1.428835 -0.04 0.06 0.12 -0.187
C -0.922256 -2.037259 0.590741 0.05 -0.05 0.01 -0.203
C -1.049921 3.069046 -0.917892 0.02 -0.07 0.03 -0.215
C -3.373226 -3.019680 3.935659 -0.07 -0.03 0.02 -0.215
C -0.829951 4.347177 -1.689511 -0.03 0.09 0.05 -0.185
C 0.400504 -0.221460 1.228798 0.04 0.04 0.05 -0.108
C -1.951398 -3.029810 3.428763 0.08 0.05 0.06 -0.187
C -2.339262 1.124927 -0.801387 -0.07 0.01 0.01 -0.103
C -1.221437 3.834835 -4.002538 -0.04 -0.10 -0.04 -0.188
B 8.180988 -2.723120 -0.237624 0.13 0.10 -0.34 0.010
H 4.295256 -2.788319 2.305613 0.01 -0.01 -0.01 0.114
H 9.216050 -2.271574 0.148039 0.02 -0.14 0.04 0.025
H -3.820322 -4.008551 3.767069 0.00 0.00 0.02 0.130
H -1.506282 0.484761 -1.115726 0.00 0.01 0.02 0.074
H 6.959006 -0.991725 0.410653 -0.07 0.04 -0.02 0.096
H 5.995145 -3.877285 0.770054 0.02 -0.04 0.02 0.112
H 6.688926 -2.863852 2.027600 0.00 -0.04 -0.01 0.113
H 4.192149 -2.939129 -0.565840 -0.02 0.00 -0.05 0.113
H -5.917273 -3.081648 3.249303 0.01 0.00 0.01 0.088
H -2.280448 4.777028 -5.602370 -0.01 0.03 0.00 0.127
H -0.083226 4.936600 -1.153663 -0.03 0.03 0.01 0.128
H 6.220387 -1.976433 -0.866367 -0.01 0.00 -0.01 0.096
H 0.545951 0.085710 0.184921 0.00 -0.01 0.00 0.079
H -2.279698 -3.620499 0.236493 -0.04 0.02 0.00 0.129
H -2.970021 -2.287677 1.183750 0.01 -0.01 0.00 0.123
H -6.010839 -1.315912 3.048933 -0.01 0.00 0.00 0.087
H 4.814052 -1.230525 1.698257 -0.04 -0.01 0.03 0.112
H 3.344922 -1.479731 -0.067311 0.06 0.02 -0.03 0.114
H -3.366242 -2.827363 5.018753 -0.03 0.00 0.00 0.127
H -3.758083 6.740310 -5.262238 0.01 -0.01 0.00 0.087
H 1.235308 -0.868037 1.522156 0.00 0.01 -0.03 0.079
H -1.759328 4.920151 -1.739701 0.01 -0.01 0.01 0.124
H 2.762653 -4.074427 0.782180 0.00 -0.29 0.09 0.084
H -1.560002 -2.010171 3.390754 -0.01 -0.01 0.01 0.124
H -3.271931 0.696254 -1.162787 -0.01 -0.01 0.00 0.092
H -4.104517 7.159525 -3.570006 0.00 0.01 0.00 0.087
H -2.359200 1.154135 0.293272 0.02 -0.01 -0.01 0.091
H 0.009112 -2.612725 0.646122 0.00 0.01 -0.02 0.115
H -0.177834 2.415028 -1.056458 0.01 0.00 0.02 0.125
H -1.066932 5.808016 -4.806301 0.00 0.00 -0.02 0.130
H -1.081628 -1.740381 -0.457046 0.04 0.00 0.00 0.120
H 0.392364 0.666482 1.858910 -0.01 0.01 -0.01 0.091
H 8.161726 -3.744681 -0.856742 0.11 -0.05 0.10 0.031
H -5.687651 -2.010716 4.652828 0.01 -0.01 0.00 0.087
H -1.999141 3.160114 -3.635741 0.01 0.01 -0.01 0.125
H -2.528838 7.577299 -4.283885 0.00 -0.01 -0.01 0.088
H -1.131318 3.304978 0.153698 -0.01 -0.03 0.00 0.130
H -0.648237 3.321195 -4.777176 -0.03 -0.04 0.00 0.128
H -1.351641 -3.608652 4.134158 0.02 0.04 0.01 0.128
```
Positions in Å, forces in eV/Å.



[4]
ORCA calculation (ωB97M-V/def2-TZVPD) on C15H10Cl3N4ORuS2 as an isolated structure.

Summary:
Molecular weight   533.8 g/mol
Relative energy (zero: lowest compared OMol25 entry of this formula, charge and spin)   0.3254 eV
Energy   -85544.4311 eV
Frontier orbital gap (alpha / beta)   7.294 / 6.798 eV
Max |F|   0.7 eV Å⁻¹
Spin multiplicity   2
Lowest unoccupied orbital energy (alpha / beta)   -1.33 / -1.81 eV

Structure (XYZ):
```
36
Properties=species:S:1:pos:R:3:forces:R:3:lowdin_spin:R:1
Ru -0.918869 0.228302 -0.862044 0.47 -0.45 -0.21 0.758
Cl 4.315161 -3.590241 -3.838545 0.01 -0.02 -0.01 0.001
Cl -0.171016 -2.214717 -1.208236 0.06 0.28 0.15 0.016
Cl 3.686560 1.470031 -2.112861 0.01 0.03 0.01 0.000
S -1.501743 2.236003 -1.615142 -0.33 0.06 0.26 0.142
S -2.976995 -0.158003 -1.696328 -0.19 0.32 0.16 0.037
O 1.110250 0.525387 -1.146918 -0.13 -0.04 -0.10 -0.002
N -0.322001 0.269530 1.087734 0.13 -0.30 -0.07 0.000
N -4.122024 4.786114 -0.581975 0.02 0.00 0.01 0.000
N -6.435036 0.981491 -0.688307 0.00 0.01 0.02 0.001
N 0.982510 0.292178 1.431991 -0.01 0.00 0.01 -0.002
C 2.497701 0.003800 3.364839 0.01 -0.01 0.01 0.002
C -0.108367 -0.219147 3.248550 -0.01 0.04 0.04 0.002
C -5.461215 1.566315 -0.865886 -0.07 -0.03 -0.04 0.001
C 3.073659 -0.135433 -2.286896 -0.01 -0.09 -0.02 0.001
C -4.231600 2.260563 -1.087128 0.02 -0.13 -0.19 0.000
C -4.170579 3.660203 -0.808908 -0.04 0.08 0.00 0.002
C -1.005112 -0.050939 2.191579 -0.17 0.20 -0.11 0.012
C 1.378233 -1.744043 -1.898630 0.13 -0.07 -0.05 0.002
C 3.841479 -1.093414 -2.918735 -0.02 0.04 0.01 0.000
C 3.357367 -2.385679 -3.039842 -0.02 -0.04 0.00 0.002
C -3.136939 1.587703 -1.517281 0.23 0.04 0.08 0.012
C 1.152293 0.017614 2.727837 0.01 0.00 0.02 0.013
C -2.492706 -0.143249 2.192807 -0.02 -0.04 0.00 0.001
C 2.121700 -2.726723 -2.525375 0.01 0.02 -0.01 0.000
C 1.798386 -0.415346 -1.757393 -0.06 0.02 0.05 -0.001
H 4.811181 -0.830106 -3.315802 0.00 0.00 0.00 0.000
H -2.848159 -0.343953 3.200857 -0.02 0.01 0.00 0.000
H 3.051323 0.913272 3.132199 0.00 0.00 -0.01 0.000
H -0.353145 -0.461330 4.268055 0.01 0.00 0.00 0.000
H -2.936495 0.791169 1.846555 0.01 0.01 0.00 0.001
H -2.848903 -0.937333 1.535866 0.02 0.00 0.01 0.000
H 1.639805 0.513262 0.689270 -0.06 0.04 -0.01 0.000
H 1.744588 -3.735739 -2.608743 0.00 0.00 0.00 0.000
H 2.396591 -0.068373 4.444868 0.00 -0.01 0.00 0.000
H 3.082117 -0.849166 3.017967 0.01 0.00 0.00 0.001
```
Positions in Å, forces in eV/Å.